Record 1
Density functional theory data (ωB97M-V with the def2-TZVPD basis set) for the ion C2H3O3 with charge -1.

CARTESIAN COORDINATES (ANGSTROEM)
C1 1.3361 -0.1554 -0.2252
C2 -1.0152 0.1291 0.0525
O1 2.3314 0.5075 0.0878
O2 1.1362 -1.3549 -0.3146
O3 0.1660 0.6909 -0.5128
H1 -0.7576 0.1469 1.1311
H2 -1.3240 -0.8318 -0.1639
H3 -1.8730 0.8678 -0.0549

Summary:
LUMO level	4.40	eV
SMILES string	COC(=O)[O-]
electronic energy	-8266.2774	eV
energy relative to the best compared isomer or geometry (same formula, charge and spin)	3.5	kcal per mole
Kohn-Sham gap	8.4	eV
charge	-1

Atom charges from the Mulliken analysis, given in e for atoms 1 to 4: atom 1 (C): 0.633, atom 2 (C): -0.660, atom 3 (O): -0.706, atom 4 (O): -0.681

Record 2
Density functional theory data (ωB97M-V with the def2-TZVPD basis set) for a cluster of 2 separate species, C4H7NO2S in total.

CARTESIAN COORDINATES (ANGSTROEM)
C1 0.8116 0.7961 0.2862
C2 -1.2874 0.5905 -0.7719
C3 -0.3883 -0.3694 -1.5038
C4 -0.6427 1.2310 0.1920
N1 0.8704 -0.1189 -0.7393
O1 1.6771 1.0524 1.0885
O2 -1.1219 2.1935 1.0913
S1 0.4644 -2.5559 1.3732
H1 -2.3027 0.7565 -0.8773
H2 0.1296 -1.2031 1.4153
H3 -0.6852 -1.4786 -1.3722
H4 -0.2570 -0.1588 -2.5897
H5 1.5494 -0.5772 -1.2098
H6 -0.4844 2.0067 1.8574
H7 1.6670 -2.1648 1.7601

Summary:
LUMO level	0.69	eV
SMILES string	O=C1NCC=C1O.S
electronic energy	-20680.7898	eV
energy relative to the best compared isomer or geometry (same formula, charge and spin)	44.9	kcal per mole
Kohn-Sham gap	10.2	eV

Atom charges from the Mulliken analysis, given in e for atoms 1 to 4: atom 1 (C): -0.038, atom 2 (C): -0.656, atom 3 (C): -0.319, atom 4 (C): 0.687

Record 3
Density functional theory data (ωB97M-V with the def2-TZVPD basis set) for a structure of composition C19H46Cl2OsP2.

CARTESIAN COORDINATES (ANGSTROEM)
Os1 -0.0352 0.0028 -0.0074
Cl1 -0.0912 0.0369 -2.4585
P1 -0.3824 -2.3368 -0.2218
C1 0.6541 -3.1298 -1.5886
C2 -0.1075 -3.4647 1.2388
C3 -2.1296 -2.5903 -0.8543
C4 2.0438 -2.5281 -1.7505
H1 0.0879 -2.8684 -2.4833
C5 0.7645 -4.6500 -1.5058
H2 1.5213 -4.9566 -0.7872
H3 1.0745 -5.0348 -2.4777
H4 -0.1627 -5.1478 -1.2436
H5 2.0112 -1.5995 -2.3069
H6 2.6725 -3.2279 -2.3031
H7 2.5259 -2.3392 -0.7941
H8 -2.0569 -2.0527 -1.8021
C6 -3.1943 -1.8926 -0.0151
C7 -2.5391 -4.0255 -1.1466
H9 -2.0752 -4.4166 -2.0469
H10 -3.6185 -4.0693 -1.2969
H11 -2.3046 -4.6948 -0.3192
H12 -2.7726 -1.1372 0.6421
H13 -3.7575 -2.5954 0.5924
H14 -3.9040 -1.3962 -0.6769
C8 1.3067 -3.2863 1.7807
H15 -0.1866 -4.4722 0.8299
C9 -1.1509 -3.3338 2.3403
H16 2.0632 -3.6851 1.1111
H17 1.3997 -3.8149 2.7302
H18 1.5298 -2.2391 1.9541
H19 -1.3638 -2.2982 2.5807
H20 -0.7755 -3.8133 3.2453
H21 -2.0811 -3.8273 2.0770
H22 1.5226 -0.2468 -0.4136
H23 -1.6062 0.2715 -0.3417
P2 0.3030 2.3482 -0.1736
C10 -0.8692 3.1931 -1.3918
C11 0.1955 3.4219 1.3485
C12 1.9739 2.6191 -0.9806
C13 -2.2675 2.5909 -1.4389
H24 -0.3967 2.9740 -2.3500
C14 -0.9736 4.7075 -1.2323
H25 -1.6459 4.9787 -0.4211
H26 -1.3918 5.1306 -2.1460
H27 -0.0241 5.2009 -1.0551
H28 -2.2758 1.6475 -1.9710
H29 -2.9326 3.2776 -1.9649
H30 -2.6816 2.4292 -0.4464
H31 1.7926 2.1258 -1.9379
C15 3.1157 1.8772 -0.2945
C16 2.3688 4.0625 -1.2524
H32 1.7959 4.5085 -2.0595
H33 3.4183 4.0990 -1.5468
H34 2.2644 4.6902 -0.3678
H35 2.7625 1.1755 0.4558
H36 3.8143 2.5596 0.1814
H37 3.6741 1.3109 -1.0399
C17 -1.1643 3.2490 2.0169
H38 0.2586 4.4437 0.9734
C18 1.3365 3.2268 2.3382
H39 -1.9391 3.8471 1.5457
H40 -1.0977 3.5631 3.0592
H41 -1.4813 2.2118 1.9962
H42 1.4566 2.1881 2.6254
H43 1.1243 3.7979 3.2431
H44 2.2804 3.5890 1.9434
Cl2 2.1282 -0.0640 2.5933
C19 0.3671 -0.0262 2.1471
H45 -0.0372 -0.8800 2.6476
H46 -0.1338 0.7878 2.6771

Summary:
LUMO level (alpha / beta)	0.63 / -1.84	eV
electronic energy	-66534.8201	eV
2S+1	5
Kohn-Sham gap (alpha / beta)	4.9 / 6.6	eV
⟨S²⟩	6.01

Atom charges from the Mulliken analysis, given in e for atoms 1 to 4: atom 1 (Os): 1.419, atom 2 (Cl): -0.353, atom 3 (P): -0.584, atom 4 (C): 0.886

Record 4
Density functional theory data (ωB97M-V with the def2-TZVPD basis set) for a structure of composition C5H8BrO2S.

CARTESIAN COORDINATES (ANGSTROEM)
C1 -2.3051 -2.1841 1.3417
C2 1.8383 -0.5863 -1.1725
C3 -0.2477 0.6467 -0.5011
C4 1.3930 -0.1734 1.2430
C5 1.0146 0.0543 0.0055
O1 -2.6534 -1.7760 2.3551
O2 -2.3723 -2.6568 0.2737
S1 0.6687 0.8329 2.5368
Br1 0.2418 -2.6861 1.8294
H1 1.5585 0.1738 -1.9204
H2 1.6725 -1.6061 -1.4859
H3 2.9515 -0.4797 -0.9885
H4 -0.9656 0.9257 0.2746
H5 -0.6079 -0.1128 -1.1838
H6 -0.1024 1.6101 -1.0490
H7 2.4246 -0.3994 1.5842
H8 0.6089 0.0656 3.6569

Summary:
LUMO level	3.24	eV
electronic energy	-90289.0960	eV
energy relative to the best compared isomer or geometry (same formula, charge and spin)	0.0	kcal per mole
Kohn-Sham gap	7.1	eV
charge	-1

Atom charges from the Mulliken analysis, given in e for atoms 1 to 4: atom 1 (C): 0.738, atom 2 (C): -1.162, atom 3 (C): -1.460, atom 4 (C): -0.486

Record 5
Density functional theory data (ωB97M-V with the def2-TZVPD basis set) for a cluster of 2 separate species, C4H7NO2 in total.

CARTESIAN COORDINATES (ANGSTROEM)
N1 1.8034 0.7458 1.3423
C1 0.6707 0.0360 1.1184
O1 -0.4127 0.6565 1.2603
C2 0.6983 -1.2911 0.5577
C3 -1.0421 -0.3723 -0.4506
C4 -1.6345 0.7710 -1.1767
O2 -0.7288 -0.2217 -1.7454
H1 1.6797 1.7396 1.2194
H2 2.7246 0.3568 1.2313
H3 0.0917 -2.0752 1.0129
H4 1.6980 -1.6994 0.3254
H5 -1.6686 -1.1295 -0.0005
H6 -1.3004 1.8057 -1.0952
H7 -2.6327 0.6716 -1.6192

Summary:
LUMO level (alpha / beta)	0.28 / 0.28	eV
electronic energy	-9841.5141	eV
energy relative to the best compared isomer or geometry (same formula, charge and spin)	133.0	kcal per mole
Kohn-Sham gap (alpha / beta)	8.2 / 8.2	eV

Atom charges from the Mulliken analysis, given in e for atoms 1 to 4: atom 1 (N): -0.437, atom 2 (C): 0.814, atom 3 (O): -0.647, atom 4 (C): -0.842

Record 6
Density functional theory data (ωB97M-V with the def2-TZVPD basis set) for the molecule C4H3NO3.

CARTESIAN COORDINATES (ANGSTROEM)
C1 -1.4387 -0.4176 -0.0890
C2 -0.4351 0.7098 -0.2128
C3 0.9354 0.7032 -0.3576
C4 1.6328 -0.5074 -0.4303
H1 -0.2808 -1.1874 1.2992
H2 -0.9001 1.6443 -0.2366
H3 1.3807 1.7222 -0.5999
N1 2.3828 -1.4651 -0.3158
O1 -1.0065 -1.5511 0.6340
O2 -2.5847 -0.4497 -0.6701
O3 0.3142 0.7988 0.9789

Summary:
LUMO level	0.16	eV
SMILES string	N#C[C@@H]1O[C@@H]1C(=O)O
electronic energy	-11825.7720	eV
energy relative to the best compared isomer or geometry (same formula, charge and spin)	86.7	kcal per mole
Kohn-Sham gap	11.3	eV

Atom charges from the Mulliken analysis, given in e for atoms 1 to 4: atom 1 (C): 0.312, atom 2 (C): 0.036, atom 3 (C): 0.247, atom 4 (C): 0.083